{
  "formula": "C49H48N4O2P2S2Sr",
  "method": "wB97M-V/def2-TZVPD",
  "molar_mass_da": 938.651,
  "total_energy_ev": -102734.7275,
  "e_above_lowest_kcal_mol": 20.41,
  "orbital_gap_ha": 0.1808,
  "symbols": ["Sr", "C", "C", "C", "C", "C", "N", "C", "C", "C", "N", "C", "C", "C", "C", "C", "C", "C", "C", "N", "C", "C", "C", "N", "C", "C", "C", "C", "O", "C", "O", "H", "H", "H", "H", "H", "H", "H", "H", "H", "H", "H", "H", "H", "H", "H", "H", "H", "H", "H", "H", "H", "H", "H", "H", "H", "H", "H", "H", "S", "P", "C", "P", "S", "C", "C", "C", "C", "C", "C", "C", "C", "C", "C", "C", "C", "C", "C", "C", "C", "C", "C", "C", "C", "C", "C", "C", "C", "H", "H", "H", "H", "H", "H", "H", "H", "H", "H", "H", "H", "H", "H", "H", "H", "H", "H", "H", "H"],
  "xyz": [[0.40481, -0.15569, 0.76621], [0.34674, -1.74537, 8.33929], [0.03369, -1.50789, 6.88771], [-1.10222, -1.96075, 6.29237], [-1.40741, -1.70004, 4.92527], [-2.59918, -2.28949, 4.46895], [-3.37841, -2.08454, 3.43025], [-3.48707, -0.95711, 2.50520], [-4.16463, 0.24342, 3.16412], [-4.42979, 1.36290, 2.15856], [-3.21081, 2.05864, 1.79000], [-3.07067, 3.34996, 1.72403], [-1.88028, 3.99924, 1.33229], [-1.85298, 5.40603, 1.20653], [-0.73236, 6.06694, 0.78404], [-0.68464, 7.56378, 0.63527], [0.40432, 5.28688, 0.48153], [0.44847, 3.91456, 0.57728], [1.71308, 3.24313, 0.25835], [1.93583, 1.99664, 0.18920], [3.31206, 1.58117, -0.04120], [3.78692, 0.62464, 1.06290], [3.32614, 1.00471, 2.46997], [2.04183, 0.38505, 2.82557], [1.90850, 0.05705, 4.04302], [0.77419, -0.58315, 4.72258], [0.95349, -0.82360, 6.06166], [-0.44742, -1.02607, 4.07165], [-0.64405, -0.91021, 2.84300], [-0.71851, 3.21196, 1.03099], [-0.75273, 1.95481, 1.14909], [-0.44926, -2.30939, 8.82377], [0.46483, -0.80320, 8.87794], [1.27500, -2.30776, 8.45573], [-1.82176, -2.52699, 6.87601], [-2.97472, -3.09086, 5.10077], [-4.11370, -2.76692, 3.32762], [-4.08353, -1.30615, 1.66332], [-2.50381, -0.71611, 2.11997], [-3.55808, 0.61973, 3.99218], [-5.12850, -0.06515, 3.57793], [-5.12289, 2.09209, 2.57978], [-4.87937, 0.94515, 1.25335], [-2.37221, 1.53824, 1.47937], [-3.93808, 3.95303, 1.98419], [-2.75285, 5.96608, 1.44309], [-1.64793, 8.01145, 0.87648], [-0.42932, 7.85093, -0.38620], [0.06426, 8.00368, 1.29672], [1.30095, 5.80259, 0.14726], [2.54297, 3.94245, 0.08101], [3.97112, 2.45862, -0.09229], [3.36158, 1.06764, -1.00232], [4.87841, 0.61926, 1.03697], [3.47495, -0.40090, 0.84362], [3.20080, 2.09083, 2.53950], [4.08679, 0.72117, 3.20545], [2.74585, 0.24530, 4.73010], [1.88504, -0.49367, 6.51396], [1.98056, -2.63833, 0.34257], [1.51931, -2.42781, -1.65799], [0.05193, -1.88293, -2.07884], [-1.32815, -1.05389, -2.24529], [-2.40501, -0.59507, -0.55428], [-2.55187, -1.79199, -3.39368], [-3.89177, -1.41573, -3.39258], [-4.77241, -1.95819, -4.31709], [-4.32582, -2.88359, -5.25114], [-2.99263, -3.26630, -5.25726], [-2.11394, -2.72096, -4.33079], [-1.03012, 0.56986, -3.08265], [-0.80674, 0.61684, -4.45807], [-0.39569, 1.79188, -5.07112], [-0.19829, 2.94177, -4.31707], [-0.43247, 2.90976, -2.94996], [-0.85274, 1.73397, -2.34147], [2.87627, -1.33063, -2.28559], [2.54403, -0.31751, -3.17820], [3.51677, 0.54510, -3.67366], [4.83910, 0.39264, -3.28375], [5.18182, -0.62173, -2.39485], [4.20777, -1.47454, -1.89757], [2.01891, -4.01954, -2.42044], [2.97172, -4.85249, -1.84078], [3.36831, -6.01655, -2.48373], [2.81406, -6.36439, -3.70800], [1.85662, -5.54423, -4.28711], [1.46509, -4.37896, -3.64341], [-4.23565, -0.70146, -2.65533], [-5.81412, -1.66092, -4.30678], [-5.01691, -3.30832, -5.96877], [-2.63747, -3.99151, -5.97902], [-1.07309, -3.01411, -4.31580], [-0.94217, -0.27718, -5.05534], [-0.22662, 1.80890, -6.14097], [0.12625, 3.85789, -4.79505], [-0.29759, 3.80539, -2.35331], [-1.07181, 1.71784, -1.27984], [1.50945, -0.21007, -3.47665], [3.23385, 1.33232, -4.36246], [5.60247, 1.05815, -3.66838], [6.21377, -0.74589, -2.08807], [4.47290, -2.24805, -1.18685], [3.37902, -4.59670, -0.87109], [4.10726, -6.66003, -2.02197], [3.12307, -7.27581, -4.20484], [1.41291, -5.81312, -5.23789], [0.71639, -3.73253, -4.07874]],
  "forces_ev_per_a": [[-0.2, -0.6, -0.8], [0.0, 0.0, 0.0], [-0.1, -0.1, 0.0], [0.0, 0.0, 0.0], [0.0, 0.0, -0.1], [0.0, 0.0, 0.0], [0.0, 0.0, 0.0], [-0.1, 0.0, 0.0], [0.0, 0.0, 0.0], [0.0, 0.0, 0.0], [0.0, 0.1, 0.0], [0.0, 0.0, 0.0], [0.1, 0.0, -0.1], [0.0, 0.0, 0.0], [0.0, 0.0, 0.0], [0.0, 0.0, 0.0], [0.0, 0.0, 0.0], [0.0, 0.0, 0.1], [0.1, 0.0, 0.0], [-0.1, 0.0, 0.1], [0.0, 0.0, 0.0], [0.0, 0.0, 0.0], [0.0, 0.0, 0.0], [-0.1, 0.0, 0.1], [0.1, 0.0, 0.0], [0.0, 0.0, 0.1], [0.0, 0.0, 0.0], [-0.1, 0.0, 0.0], [0.1, 0.1, 0.1], [-0.1, 0.0, -0.1], [0.1, 0.0, 0.2], [0.0, 0.0, 0.0], [0.0, 0.0, 0.0], [0.0, 0.0, 0.0], [0.0, 0.0, 0.0], [0.0, 0.0, 0.0], [0.0, 0.0, 0.0], [0.0, 0.0, 0.0], [0.0, 0.0, 0.1], [0.0, 0.0, 0.0], [0.0, 0.0, 0.0], [0.0, 0.0, 0.0], [0.0, 0.0, 0.0], [0.0, 0.0, 0.0], [0.0, 0.0, 0.0], [0.0, 0.0, 0.0], [0.0, 0.0, 0.0], [0.0, 0.0, 0.0], [0.0, 0.0, 0.0], [0.0, 0.0, 0.0], [0.0, 0.0, 0.0], [0.0, 0.0, 0.0], [0.0, 0.0, 0.0], [0.0, 0.0, 0.0], [0.0, 0.0, 0.0], [0.0, 0.0, 0.0], [0.0, 0.0, 0.0], [0.0, 0.0, 0.0], [0.0, 0.0, 0.0], [0.0, 0.1, -0.1], [0.3, 0.1, 0.6], [0.0, 0.1, -0.2], [0.0, 0.2, 0.2], [0.1, 0.1, 0.1], [0.1, -0.2, -0.1], [0.0, 0.0, 0.0], [0.0, 0.0, 0.0], [0.0, 0.0, 0.0], [0.0, 0.0, 0.0], [0.0, 0.0, 0.0], [0.0, 0.0, 0.0], [0.0, 0.0, 0.0], [0.0, 0.0, 0.0], [0.0, 0.0, 0.0], [0.0, 0.0, 0.0], [0.0, 0.0, 0.0], [-0.1, 0.0, -0.1], [0.0, 0.0, 0.0], [0.0, 0.0, 0.0], [0.0, 0.0, 0.0], [0.0, 0.0, 0.0], [0.0, 0.0, 0.0], [-0.1, 0.0, -0.1], [0.0, 0.0, 0.0], [0.0, 0.0, 0.0], [0.0, 0.0, 0.0], [0.0, 0.0, 0.0], [0.0, 0.0, 0.0], [0.0, 0.0, 0.0], [0.0, 0.0, 0.0], [0.0, 0.0, 0.0], [0.0, 0.0, 0.0], [0.0, 0.0, 0.0], [0.0, 0.0, 0.0], [0.0, 0.0, 0.0], [0.0, 0.0, 0.0], [0.0, 0.0, 0.0], [0.0, 0.0, 0.0], [0.0, 0.0, 0.0], [0.0, 0.0, 0.0], [0.0, 0.0, 0.0], [0.0, 0.0, 0.0], [0.0, 0.0, 0.0], [0.0, 0.0, 0.0], [0.0, 0.0, 0.0], [0.0, 0.0, 0.0], [0.0, 0.0, 0.0], [0.0, 0.0, 0.0]]
}